No. 1
# C25H40NOPSn

A molecular structure, C25H40NOPSn in a non-equilibrium geometry (ωB97M-V/def2-TZVPD, the OMol25 dataset).

CARTESIAN COORDINATES (ANGSTROEM)
H: 0.83173 -0.54616 3.10736
H: 2.14946 0.04178 4.15719
H: -1.09214 4.20268 0.20608
H: 0.26253 0.43757 -2.68141
H: 0.04142 5.55114 -0.09123
H: -2.74508 0.77637 -2.86527
H: 3.54799 2.05870 3.28553
C: -1.82213 0.76291 -2.25251
H: -0.54638 -4.97600 0.21948
H: -3.65892 1.76394 -0.50516
H: 2.37310 3.51857 -2.32634
P: -1.32488 -2.77168 1.11669
H: -1.50375 1.81038 -2.13212
H: -0.51102 -5.36168 -2.23587
C: -0.25013 -3.91694 0.11395
H: -1.00767 4.96572 -1.42470
C: 1.62348 4.26839 -1.99344
C: 2.10106 4.02104 1.01919
H: -0.67544 0.17471 1.61127
C: 0.66268 3.63238 -0.97917
C: -0.74030 -3.76355 -3.68428
N: -2.21482 0.26342 -0.88623
C: 2.71911 -0.14112 2.04854
H: -0.87435 -4.44278 -4.53326
C: 1.47105 1.68325 0.51985
C: 4.22653 -0.33617 2.33461
C: -0.52925 -4.27658 -2.39657
H: -2.97869 -1.54260 -1.68338
H: 4.56475 0.18274 3.25465
C: -0.80115 -2.37629 -3.87339
O: 0.70759 0.83272 -0.28649
H: -2.85487 1.11124 0.97656
H: -2.99097 -4.57772 1.26974
H: 3.32346 4.37040 2.73362
H: -4.20395 -0.23314 -1.49211
H: -3.75697 -2.96280 1.46737
H: 0.17881 2.80621 -1.50093
C: 2.93712 2.29371 2.42826
H: 0.13362 -2.93258 3.04978
C: -2.99893 -3.53475 0.90673
H: 0.77685 -3.80048 0.51060
H: 2.17711 -1.65134 3.53995
C: -0.35713 -3.39997 -1.30968
H: 4.43525 -1.41652 2.49890
H: -0.99048 -1.97105 -4.87568
H: -0.81831 0.23571 -4.06935
C: -0.69830 0.00355 -2.99597
C: 1.42490 3.08513 0.21553
C: -3.31570 -0.71852 -1.03825
H: 1.05931 4.61487 -2.88595
C: -2.70800 1.40994 -0.08208
C: -0.62245 -1.49429 -2.78881
H: -1.18240 -4.16472 3.15376
H: -1.97385 2.22651 -0.14029
H: 2.63565 -0.78005 1.16365
C: -0.93905 -3.12226 2.88348
Sn: -0.47697 -0.72591 0.24528
H: 2.15938 5.13824 -1.55937
H: -3.58323 -1.10853 -0.04646
C: 2.82115 3.63052 2.12242
H: -3.25991 -3.52908 -0.16375
C: 2.32679 1.28740 1.64726
H: 2.06780 5.07957 0.79764
C: 1.92094 -0.60219 3.28104
H: 4.83643 0.00707 1.47460
C: -0.37605 -1.98908 -1.48577
H: -1.51395 -2.43181 3.52302
C: -0.41084 4.64549 -0.54587
H: 0.81134 -1.29562 0.92758

Computed properties:
HOMO level (alpha / beta): -14.184 / -13.990 eV
charge: +2
2S+1: 1

***

No. 2
# C25H41BrClF4IN4O4ReSi

A molecular structure, C25H41BrClF4IN4O4ReSi in a non-equilibrium geometry (ωB97M-V/def2-TZVPD, the OMol25 dataset).

CARTESIAN COORDINATES (ANGSTROEM)
C: 0.48757 -3.29857 2.82844
H: -2.41573 -0.81579 -5.69439
H: -1.06466 1.61956 5.08858
H: -0.14815 -2.21792 -2.03652
F: -2.42095 -4.89315 1.44022
H: -4.28857 1.20944 -7.05432
H: -5.30932 -1.14818 -1.01959
C: -4.61036 -1.17194 -3.10397
H: -0.72149 -4.96519 3.42829
N: 0.11263 -1.17243 -0.20241
H: -3.75298 3.25401 -4.95051
H: 0.82184 -0.21845 -2.97011
C: -4.58766 0.86850 -6.05986
H: 1.01646 2.33978 0.08947
H: -1.96332 0.60442 -6.61918
H: 3.47744 -0.37200 0.09888
C: 2.06884 1.32186 -1.46278
H: -3.56253 -1.35051 -1.17365
C: 0.70554 -2.30738 1.88630
C: -2.20476 0.24639 -5.61501
C: -6.05216 2.53171 -3.31892
C: -4.94944 1.94143 -2.41039
H: -1.31009 0.37753 -5.00761
H: 4.49280 -0.15683 -1.34183
H: 1.96400 0.98374 2.10661
N: -0.12794 0.75646 2.11418
F: 1.76623 -1.50365 2.00745
H: -3.92541 -2.03518 -5.00484
H: -6.73925 -0.54803 -3.02667
O: 0.02207 3.80956 0.66795
C: -4.52387 -1.59068 -1.62457
H: 3.55273 -1.62961 -1.13108
C: -5.62541 1.40272 -1.13833
C: 1.47382 -0.84400 -2.36727
H: -2.13024 2.75201 -4.44430
H: -4.64481 -2.67518 -1.57074
Cl: -1.02662 3.59763 -0.33810
F: 1.32213 -3.38904 3.85592
C: -6.09092 -1.24743 -3.55550
Si: -4.07484 0.59774 -3.41070
H: -4.86570 -0.18253 -6.14877
H: -4.90152 0.99668 -0.43023
C: -4.01027 3.06404 -1.94714
H: -2.57013 2.76384 -6.14701
H: -2.73645 -2.15911 -3.69372
C: -3.80199 -2.18171 -3.93270
Br: -1.57408 0.51812 -2.31570
Re: -0.75765 0.51290 0.08087
H: -6.46065 -2.25394 -3.34382
N: 2.42136 0.03238 -1.70647
H: -6.37973 0.64525 -1.33959
N: -1.04860 0.96691 3.08215
H: 1.29747 -2.58632 -1.10563
C: -0.48138 1.41171 4.20621
C: -1.18407 -3.07960 0.65527
H: -5.65989 3.04405 -4.19512
O: 1.09839 1.41053 -0.21634
O: -0.60842 3.80802 -1.71003
H: -6.13458 2.23762 -0.64917
H: 2.91720 1.91822 -1.13616
H: -6.76522 1.77578 -3.65622
H: -3.29709 2.66330 -1.22701
H: -3.46467 3.55267 -2.75090
H: -4.17059 -3.18449 -3.70279
C: -3.39287 1.07845 -5.09817
F: -1.99608 -2.97778 -0.40126
H: -5.47536 1.43632 -5.77787
H: 1.99260 -1.50785 -3.06354
C: 0.87950 1.50307 3.97948
O: -2.30695 0.76170 0.66257
H: -6.20967 -1.07753 -4.62638
C: -0.56374 -4.18352 2.69736
H: -4.61004 3.82360 -1.43747
H: -6.61311 3.26571 -2.73480
H: 1.52701 1.80542 -2.27277
C: -2.94491 2.55082 -5.14271
C: 0.66284 -1.77007 -1.45612
H: -2.02609 0.80906 2.88778
C: -0.14112 -2.17561 0.79421
C: 1.05111 1.08966 2.66500
I: 2.32982 2.10280 5.29228
C: -1.39682 -4.06527 1.60214
C: 3.54622 -0.55331 -0.97581

Computed properties:
<S²>: 0.837
HOMO level (alpha / beta): -13.903 / -13.917 eV
charge: +2
2S+1: 2

***

No. 3
# C25H41GeN3O3SW

A molecular structure, C25H41GeN3O3SW in a non-equilibrium geometry (ωB97M-V/def2-TZVPD, the OMol25 dataset).

CARTESIAN COORDINATES (ANGSTROEM)
H: 1.71838 -3.69313 2.80436
S: -1.38782 -1.31845 -1.75467
H: 0.22113 -3.16697 3.60822
H: -3.47231 -0.33210 2.38239
C: -0.14037 0.33952 3.58015
C: 3.39156 -0.98236 -0.97239
O: 2.17877 -1.07879 -0.17506
H: 0.71371 -0.11965 4.08421
N: -0.45746 -0.48935 -4.12694
H: 0.60529 3.00111 3.76381
C: -2.82018 2.45294 -0.66976
C: -1.69000 3.40694 -0.97155
H: 1.21095 2.35563 -4.85599
C: 3.00041 -1.23753 -2.41766
H: 0.22003 0.32722 -5.90480
C: 0.73389 1.60201 -4.24639
O: 0.37882 -1.75795 1.41561
C: 0.33231 1.28422 2.47562
H: 2.31579 -0.46989 -2.78360
H: -1.61297 2.24798 2.44355
C: -3.87571 0.57795 0.44823
H: 2.42258 2.94830 -2.54971
H: 1.57330 3.03510 2.27605
H: -3.16583 -1.39244 0.99430
C: 1.43032 2.79073 -2.12692
C: -0.86224 1.89220 1.73464
W: 0.20018 -0.24365 -0.18584
H: 3.88775 -1.22074 -3.05096
H: 4.90873 0.49876 -1.38926
C: 0.62677 -3.73518 2.76867
H: -4.11046 3.60401 -1.91296
H: 0.88750 3.73234 -2.20804
C: 1.18508 2.39324 3.06730
C: -5.17547 1.98332 -1.01211
C: 0.16071 0.47267 -4.83251
C: -3.81894 -0.60850 1.38022
H: -0.69065 0.91041 4.32893
H: -1.72032 3.69263 -2.02286
C: -5.08234 0.90275 -0.15059
C: -2.73626 1.34565 0.16886
H: 3.30197 1.16714 -1.07444
H: 0.52752 -4.97083 0.31338
C: 0.75533 -3.90552 0.27380
C: 0.09248 -3.19492 1.44422
H: -1.77810 0.13076 1.39976
H: -6.11709 2.22959 -1.48382
H: -1.80397 4.32317 -0.38677
H: 4.66372 -1.87531 0.54490
H: 5.23767 -2.11578 -1.10205
H: 1.83962 -3.78776 0.31466
O: 1.13324 0.59754 1.48191
H: 3.84729 -3.04083 -0.52470
C: -1.41292 -3.35965 1.38295
H: -1.88956 -2.81531 2.20046
H: 0.34063 -4.77926 2.89201
C: 4.34331 -2.07021 -0.48126
C: -0.51746 -0.26802 -2.83122
H: -5.95408 0.29760 0.06334
C: 4.00802 0.39158 -0.78347
C: 0.72391 1.68935 -2.86103
C: -4.04962 2.74616 -1.25343
H: -1.66996 -4.41540 1.47718
H: 2.51725 -2.21100 -2.51336
H: 2.02739 1.96136 3.60974
Ge: 2.14596 -1.13307 1.78879
H: -1.80328 -3.00849 0.42690
H: -0.77806 -0.46158 3.20728
H: -4.80958 -1.04270 1.49638
H: -0.71637 2.99526 -0.75557
H: 0.39489 -3.50945 -0.67602
H: 1.52943 2.54015 -1.06940
N: 0.09725 0.75130 -2.15126
H: -0.51450 2.74580 1.15989
H: 4.28649 0.54536 0.26233
N: -1.48348 0.90206 0.80339

Computed properties:
<S²>: 3.764
HOMO level (alpha / beta): -9.876 / -11.236 eV
charge: +1
2S+1: 4

***

No. 4
# C25H41O13PdS4

A molecular structure, C25H41O13PdS4 in a non-equilibrium geometry (ωB97M-V/def2-TZVPD, the OMol25 dataset).

CARTESIAN COORDINATES (ANGSTROEM)
H: 4.46163 -22.33384 7.68057
C: 5.71296 -20.78413 8.55388
C: -1.11351 -20.31645 2.72880
O: 3.74639 -22.31899 3.10592
Pd: 3.74481 -20.01475 3.65434
H: 1.19258 -14.27314 5.51801
H: 4.44915 -26.26227 4.51672
C: 1.80364 -14.96417 6.10098
H: 7.99803 -22.29471 2.58751
H: 6.89072 -21.42510 0.38584
H: 5.89161 -23.61160 4.35456
C: 4.82760 -21.32096 7.56285
O: 5.92629 -21.31577 9.63575
S: 1.36020 -17.15458 4.69783
H: 1.21323 -17.96866 6.80221
C: 8.06634 -19.64747 0.36946
S: 3.52413 -23.68839 2.74456
C: 5.06352 -19.24686 6.17933
H: -1.98131 -20.92963 2.96740
C: 3.15323 -24.61377 4.24071
C: 7.92478 -21.14869 0.62570
H: 3.22365 -16.70842 2.58156
O: 3.53109 -21.01686 5.66801
C: 8.17684 -21.33669 2.10584
H: -1.00216 -19.56255 3.50549
H: 5.74065 -23.84527 1.80315
H: 6.48057 -25.29789 3.95133
H: 2.32249 -16.97838 -0.29790
S: 7.25937 -19.99351 2.88327
C: -1.23194 -19.75109 1.31756
C: 5.66046 -24.58401 3.91853
H: 0.90789 -22.40586 0.68352
O: -0.16159 -22.71455 3.13493
S: 0.32280 -21.41718 2.72882
C: 6.01898 -18.73048 7.01934
C: 5.13809 -24.42456 2.50061
H: -0.50717 -20.37686 -0.62372
H: -0.43101 -17.51246 6.27316
O: 1.99784 -18.40111 4.44095
H: 7.27005 -17.96331 1.61182
H: 4.64385 -25.10886 5.79318
O: 8.08623 -19.29763 3.82822
H: 4.93945 -25.37835 2.00226
H: 1.28976 -16.00178 7.94134
C: 0.60057 -21.39645 0.94433
H: 9.21676 -21.08967 2.34586
H: 6.08342 -19.17291 1.04049
C: 2.53750 -15.87840 5.12942
H: 4.05448 -15.97502 1.22953
H: 2.12543 -18.73433 -0.39035
H: 2.88840 -15.43843 4.20092
H: 3.37010 -16.37075 5.63984
H: -0.67532 -18.82132 1.22053
O: 3.77114 -19.28633 1.64845
O: 4.68920 -18.63989 5.10947
O: 2.61988 -24.04942 1.68673
H: 4.94135 -17.07280 2.38002
O: 1.43473 -20.77142 3.35874
C: 4.01238 -16.87970 1.84407
H: 4.42214 -18.06799 0.17174
C: -0.67325 -20.82609 0.35786
C: 6.35090 -19.39549 8.24313
H: 9.09613 -19.35451 0.58808
O: 7.18266 -18.97235 9.04057
H: -1.38440 -21.63816 0.18071
H: 2.51407 -14.43011 6.72513
C: 0.60510 -17.19380 6.33247
H: 1.44376 -20.70488 0.84602
O: 0.40057 -16.60606 3.76767
H: 1.51182 -17.86412 1.04631
C: 2.30332 -17.89913 0.29217
H: -2.27334 -19.63167 1.02077
H: 6.55269 -17.82414 6.76862
H: -0.08206 -15.28672 7.17303
O: 5.95648 -20.48401 3.23366
C: 0.84151 -15.82287 6.96180
C: 4.41614 -20.57463 6.48010
C: 4.48615 -25.18816 4.71877
C: 7.10673 -19.01439 1.39417
C: 3.65202 -18.10112 0.98716
H: 8.55664 -21.76693 -0.01293
H: 2.53954 -23.94838 4.84748
H: 7.73439 -19.30330 -0.60688
H: 2.50297 -25.42632 3.91824

Computed properties:
<S²>: 2.004
HOMO level (alpha / beta): -3.809 / -3.824 eV
charge: -1
2S+1: 3

***

No. 5
# C25H42As2GeMnN2OS

A molecular structure, C25H42As2GeMnN2OS in a non-equilibrium geometry (ωB97M-V/def2-TZVPD, the OMol25 dataset).

CARTESIAN COORDINATES (ANGSTROEM)
H: 6.16445 2.75260 -0.39341
C: 3.15855 3.39544 1.11839
H: 1.28680 1.03090 4.59425
H: -5.84833 -0.31915 -3.09667
H: -0.93694 4.34449 0.85873
H: -1.75128 3.76620 -0.62434
H: -3.61961 0.52790 1.60332
H: 3.24426 -0.66372 3.67070
H: 2.08751 2.69972 -1.87877
C: 2.38066 -1.30490 3.50030
C: 1.09498 1.30806 3.55936
H: 0.37312 -4.29613 1.22107
H: 0.18295 -2.13151 -4.43777
H: -0.53635 -0.45225 5.05091
H: 1.61399 -1.79533 -5.43183
H: 3.43468 4.35917 0.68782
C: -2.27004 1.04492 -1.46743
C: -1.06028 -1.07374 4.33375
H: -2.66557 3.89177 0.91683
H: 1.66512 -3.07768 1.07799
H: -5.99644 -1.56871 -1.86173
H: 1.09190 -3.92088 -0.36133
H: -1.41872 1.53021 -1.93041
C: 0.78515 -3.50449 0.59817
H: -4.79272 -1.72197 -3.15058
H: 1.90689 1.94469 3.20957
H: 6.05905 1.01857 -0.73074
C: 3.16317 2.50547 -1.89326
C: -0.57951 -1.18828 3.03298
C: -1.85222 -3.16491 -0.66895
H: 3.61660 3.31740 2.10512
C: -3.18719 0.34409 -2.22874
N: 0.96316 -0.19547 -4.21428
H: -1.85940 -4.18310 -0.28399
C: 1.57423 0.94646 -4.89942
H: -2.58316 -1.63825 5.73438
H: 3.67169 3.42044 -2.19882
C: 2.99057 0.21447 0.34990
H: 0.15672 1.85252 3.49398
O: 0.09229 1.78533 0.17987
N: 1.29768 -0.43478 -1.78124
C: 1.14492 -0.32758 -2.92306
H: -3.77733 -3.07732 4.11819
As: 1.08034 -0.29628 2.45159
C: -4.28404 -0.28445 -1.63374
H: -2.94230 -3.30191 1.81322
H: 3.67946 -0.43982 0.89097
As: -0.54295 -2.08551 0.30418
Mn: 1.08483 -0.22466 0.07972
H: 0.04566 -1.08548 -5.86338
C: 0.68799 -1.37472 -5.03310
C: -2.88513 -2.54545 3.81409
H: 2.54868 0.68188 -5.31632
H: 2.70884 -2.20520 2.98543
H: 1.70323 1.76942 -4.20160
H: -2.84644 -2.73038 -0.59643
H: 2.07315 3.35989 1.22337
H: 1.93303 -1.57461 4.45495
C: 5.72321 1.81149 -0.06233
C: -2.21193 -1.74185 4.72307
C: -5.28580 -1.01973 -2.47690
H: -3.06022 0.29705 -3.30420
C: -2.44421 1.11672 -0.09215
H: -1.56042 -3.18731 -1.71859
S: -1.22205 1.98913 0.89278
C: -3.50724 0.48074 0.52594
C: -2.41176 -2.67010 2.51614
C: -1.70052 3.67922 0.45871
H: 3.37329 1.72788 -2.62961
Ge: 3.75246 1.93736 -0.08976
H: 0.91592 1.26080 -5.70817
H: 6.08900 1.59426 0.94116
H: -5.26848 -0.69641 0.22622
C: -4.42654 -0.21015 -0.25166
C: -1.26502 -1.99248 2.11756

Computed properties:
<S²>: 6.075
HOMO level (alpha / beta): -8.907 / -9.457 eV
charge: +1
2S+1: 5

***

No. 6
# C25H42AsCrO6P2SSb

A molecular structure, C25H42AsCrO6P2SSb in a non-equilibrium geometry (ωB97M-V/def2-TZVPD, the OMol25 dataset).

CARTESIAN COORDINATES (ANGSTROEM)
C: -1.49447 4.64069 -2.16707
H: -0.93013 0.11289 2.84532
C: -1.74719 -4.02571 0.09429
P: 3.00137 0.88727 0.92899
C: 0.56447 -2.67550 2.12127
O: -2.53538 2.26637 -0.85520
C: -4.28677 -0.40111 -1.76877
C: 1.69162 -2.78906 -0.59699
H: -1.78217 -3.94072 -0.99603
H: -3.05636 -2.16299 -1.75261
As: 1.89743 2.14479 -2.30824
H: 0.09321 6.12017 -4.76395
C: -0.60578 3.60100 -1.94597
P: 1.47308 -1.72936 0.86546
H: 4.39373 1.95951 -0.74432
C: -2.74837 0.34130 1.65212
C: -4.03166 -3.11406 0.52841
C: -2.52892 -2.89744 0.77287
H: 2.68170 2.12161 2.96761
C: -2.01441 0.01377 2.94474
H: 0.74289 -2.93306 -1.11152
H: -2.32867 0.71329 3.72421
O: -0.44105 1.11946 -1.50209
H: -1.90945 6.37410 -3.35333
H: 0.94534 -3.69644 2.14312
C: -2.11514 -0.73088 -3.01833
H: 4.12463 0.26102 -1.11662
O: 2.01047 0.63679 -2.92312
O: 1.85025 2.13076 -0.58790
H: 5.25836 -3.68856 3.39308
H: 5.33157 0.55324 2.85600
H: -1.11094 -1.15551 -3.01471
H: -0.49948 -2.69496 1.94109
C: 4.84801 -0.40242 2.68764
H: 2.60973 3.17355 1.53352
C: 5.40100 -1.54902 3.22683
Cr: 0.78921 0.43301 0.05353
C: 3.68405 -0.48360 1.91897
H: -4.94155 -0.78768 -0.98909
C: -2.92669 -1.08216 -1.78232
H: 1.68617 4.27779 -4.34900
H: 2.37451 -2.29026 -1.28696
H: -2.23541 -0.99211 3.30861
C: -1.22256 5.55772 -3.17376
H: -2.19138 -4.99240 0.34761
H: -4.19511 0.67738 -1.64699
H: -4.34087 -4.02019 1.05715
H: 4.18013 2.58868 2.13259
H: -2.64534 -1.12923 -3.88910
H: -4.66105 -2.30277 0.88022
H: -2.36971 -2.92667 1.85230
H: 3.34910 3.92067 -2.34487
H: -0.70002 -4.06650 0.38912
C: -0.09626 5.41578 -3.96440
C: 3.65753 -2.87435 2.23420
H: -2.39733 4.71180 -1.57658
H: 0.74865 -2.21154 3.08959
S: -1.09482 2.31122 -0.83679
H: -2.46574 1.33933 1.32438
C: -4.26138 0.27698 1.80859
H: -4.57142 1.04392 2.52457
Sb: -1.87812 -0.90335 0.10354
O: 3.34089 3.04407 -2.74866
C: 4.81397 -2.79022 2.98554
H: -4.78664 0.47348 0.87635
C: 3.08449 -1.71232 1.71066
H: -2.02019 0.34159 -3.15104
H: -4.77516 -0.58887 -2.73001
O: -0.51027 2.35535 0.51080
H: 2.10520 -3.75601 -0.30853
H: 6.30042 -1.48525 3.82485
H: 5.26709 0.70338 0.17524
C: 4.32855 0.96765 -0.31063
H: -4.59696 -0.67750 2.21053
C: 3.12720 2.33831 1.99786
C: 0.79676 4.37360 -3.74098
H: -4.25838 -3.27739 -0.52554
C: 0.55156 3.45796 -2.72937
H: 3.20435 -3.84409 2.06800

Computed properties:
<S²>: 4.030
HOMO level (alpha / beta): -11.662 / -11.307 eV
charge: +1
2S+1: 4

***

ΔE to the lowest compared entry with this formula, charge and spin list, top to bottom, in eV: 1.8171; 0.0000; 0.0000; 0.0000; 0.4171; 2.5992